The following is a DFT calculation (ωB97M-V/def2-TZVPD) of a molecular structure, C34H45FGe2IrN2 in a non-equilibrium geometry.

Geometry as XYZ:
```
85
Properties=species:S:1:pos:R:3:forces:R:3
Ir 0.1459 -1.5609 -0.5730 -1.24 -0.73 0.38
C -1.2047 1.8098 -3.5022 0.06 -0.03 0.07
C -2.4438 0.9102 -3.3869 0.01 0.02 -0.01
C -2.9731 0.5654 -4.7746 0.07 -0.02 -0.06
C -3.5230 1.6310 -2.5866 -0.15 -0.07 -0.05
N -2.1605 -0.3880 -2.7443 -0.05 -0.12 0.31
N -1.5791 -0.2832 -1.4419 0.34 0.29 -0.18
H -1.4262 2.6766 -4.1261 -0.02 0.01 0.02
H -0.3664 1.2752 -3.9501 -0.02 0.03 -0.01
H -0.8768 2.1935 -2.5316 -0.03 0.02 0.00
H -3.2733 1.4714 -5.3019 0.00 0.00 0.00
H -3.8333 -0.0999 -4.6972 -0.01 0.01 0.00
H -2.2056 0.0691 -5.3753 -0.09 0.02 0.01
H -3.7988 2.5593 -3.0892 0.01 0.00 0.00
H -3.1818 1.8948 -1.5864 0.05 0.01 0.02
H -4.4143 1.0060 -2.4992 0.02 0.00 -0.01
H -1.4999 -0.9279 -3.2869 -0.04 0.17 -0.15
H -2.3170 -0.3028 -0.7460 -0.11 -0.04 -0.08
H -1.1022 0.6132 -1.3413 -0.05 0.03 0.11
F 3.5437 -1.4430 5.4205 -0.01 0.01 0.00
C 2.9919 -1.7916 4.2326 0.03 0.03 0.01
C 1.8668 -2.5847 4.2240 -0.01 -0.01 -0.02
C 1.3144 -2.9313 2.9960 0.04 0.00 0.04
C 1.8634 -2.4880 1.7961 -0.24 -0.17 0.23
C 1.3002 -2.8987 0.4733 0.53 0.72 -0.29
C 3.0006 -1.6803 1.8595 0.03 -0.04 -0.03
C 3.5771 -1.3331 3.0683 -0.02 0.02 0.01
H 1.4431 -2.9321 5.1569 -0.01 0.02 0.00
H 0.4412 -3.5735 2.9754 0.00 0.02 0.00
H 0.6356 -3.7679 0.5502 0.19 -0.21 0.10
H 2.1503 -3.1177 -0.1722 0.02 -0.48 0.07
H 3.4455 -1.3232 0.9374 -0.02 0.02 0.00
H 4.4519 -0.6976 3.1192 -0.01 0.00 0.00
C -1.4775 -3.2880 -4.2173 -0.06 -0.03 -0.03
Ge 0.3770 -2.6567 -4.0378 -0.07 -0.07 0.07
C 0.6358 -1.0762 -5.1646 0.00 0.10 -0.01
C 1.5028 -4.0909 -4.7487 0.05 -0.02 -0.04
C 1.0170 -2.4466 -2.1882 0.06 0.30 -0.13
H -1.5419 -3.9156 -5.1079 0.03 -0.03 0.01
H -2.2128 -2.4922 -4.3277 0.01 -0.02 0.02
H -1.7708 -3.8913 -3.3568 0.02 -0.01 -0.01
H 0.7476 -1.3860 -6.2047 0.00 0.00 0.00
H 1.5319 -0.5273 -4.8715 0.00 -0.01 -0.01
H -0.2124 -0.3945 -5.1108 0.10 -0.05 -0.05
H 1.2879 -4.2346 -5.8088 0.02 -0.02 0.00
H 1.3043 -5.0281 -4.2271 -0.01 0.01 0.00
H 2.5627 -3.8586 -4.6383 -0.01 0.01 -0.01
H 2.0377 -2.0569 -2.2759 0.02 -0.04 -0.02
H 1.1501 -3.4875 -1.8619 0.02 -0.04 -0.06
C 0.8268 0.1054 -0.0378 0.62 0.47 -0.25
Ge 0.4102 1.0355 1.6145 -0.29 -0.04 -0.02
C 2.0242 1.6479 2.5201 0.09 -0.01 -0.03
C 3.0384 2.2322 1.7608 0.04 0.00 -0.01
C 4.2084 2.6840 2.3557 -0.01 -0.04 0.01
C 4.3783 2.5569 3.7281 0.03 0.00 -0.01
C 3.3759 1.9843 4.4965 0.01 -0.03 0.01
C 2.2095 1.5304 3.8950 -0.01 0.01 0.01
C -0.6156 2.6617 1.1819 0.00 0.08 0.08
C -1.9626 2.5486 0.8369 -0.02 -0.01 -0.01
C -2.7515 3.6693 0.6239 0.02 0.02 -0.03
C -2.1998 4.9367 0.7591 -0.03 0.00 0.01
C -0.8628 5.0703 1.0997 0.03 0.00 -0.04
C -0.0796 3.9412 1.3117 0.02 0.02 -0.06
C -0.8005 0.0789 2.8146 0.04 -0.07 -0.01
C -1.3360 -1.1701 2.5227 -0.03 0.01 -0.03
C -2.2004 -1.8130 3.3996 0.00 0.02 0.00
C -2.5325 -1.2112 4.6035 0.01 0.01 -0.01
C -2.0293 0.0484 4.9034 -0.02 -0.01 0.01
C -1.1851 0.6907 4.0100 -0.03 0.03 -0.03
H 1.4833 0.6711 -0.7048 0.01 0.02 0.05
H 2.9268 2.3310 0.6852 -0.01 -0.02 0.01
H 4.9893 3.1257 1.7491 -0.01 0.01 0.00
H 5.2945 2.8957 4.1952 -0.01 0.02 0.00
H 3.5084 1.8688 5.5647 0.00 0.00 0.00
H 1.4541 1.0575 4.5110 -0.01 -0.01 -0.02
H -2.4192 1.5654 0.7632 -0.01 -0.01 0.04
H -3.7958 3.5570 0.3580 0.00 0.00 0.03
H -2.8159 5.8154 0.6159 0.01 0.00 -0.04
H -0.4265 6.0562 1.2030 -0.01 0.00 0.03
H 0.9601 4.0659 1.5927 -0.01 -0.01 0.02
H -1.0774 -1.6797 1.5932 0.04 -0.01 0.00
H -2.6043 -2.7854 3.1457 0.01 0.00 0.00
H -3.1848 -1.7175 5.3038 -0.02 0.01 -0.01
H -2.3000 0.5330 5.8332 0.00 0.00 -0.01
H -0.8397 1.6929 4.2423 0.05 -0.03 0.02
```
Forces are in eV/Å.

Computed properties:
Spin multiplicity: 2
ΔE to the lowest compared entry with this formula, charge and spin, kJ/mol: 34.9
HOMO (spin up / spin down), hartree: -0.2418 / -0.2883
Expectation value of S²: 0.756
HOMO-LUMO gap (spin up / spin down), eV: 6.6361 / 7.9649


The following is a DFT calculation (ωB97M-V/def2-TZVPD) of 2 unconnected molecules or ions with the total composition C19H34BFNO3 in a non-equilibrium geometry.

Geometry as XYZ:
```
59
Properties=species:S:1:pos:R:3:forces:R:3
B -0.2400 -1.1873 2.3370 0.31 0.11 -0.32
C 0.0048 -1.2567 0.6944 0.34 0.09 1.03
C 1.3779 -0.6653 0.3028 -0.59 -0.28 -0.24
C 1.4060 0.0418 -1.0606 0.05 -0.14 0.33
C 1.0379 1.5241 -1.0779 0.39 -0.07 -0.07
C 1.8183 2.4622 -0.1310 -0.40 0.33 -0.61
C 0.8912 3.4609 0.5751 0.26 -0.19 0.47
C 0.5212 3.0550 2.0130 0.07 0.47 0.23
C -0.9626 3.2181 2.3193 0.02 -0.17 -0.20
C -1.7934 2.0723 1.7194 -0.45 0.35 0.07
C -2.6900 2.4817 0.5442 0.02 -0.22 0.12
C -2.9389 1.3425 -0.4369 -0.25 0.19 -0.03
C -3.7537 0.2244 0.1943 0.59 -0.11 -0.23
N -3.8206 -0.9565 -0.6554 -0.03 -0.15 -0.31
C -4.0680 -0.9631 -2.0030 -0.13 -0.58 -0.26
C -4.0603 -2.2712 -2.4535 0.01 0.48 0.48
C -3.7921 -3.0907 -1.3289 0.02 0.71 0.12
C -3.6390 -2.2428 -0.2441 -0.17 -0.86 -0.46
H -1.3817 -1.5273 2.6603 -0.11 0.01 0.03
H 0.0059 -0.0401 2.7245 -0.17 0.05 0.12
H 0.5927 -1.9078 2.9007 -0.06 -0.12 -0.01
H 0.0088 -2.3193 0.4477 -0.25 -0.08 -0.45
H -0.8021 -0.7695 0.1394 -0.08 0.03 -0.19
H 1.7216 -0.0399 1.1260 0.13 0.31 -0.05
H 2.0807 -1.4887 0.2413 0.22 -0.14 0.13
H 0.6890 -0.4785 -1.6952 -0.02 -0.10 -0.20
H 2.3788 -0.1139 -1.5330 0.19 0.20 -0.04
H -0.0324 1.6401 -0.9191 -0.11 -0.05 0.25
H 1.2182 1.8859 -2.0927 -0.18 0.04 -0.16
H 2.5167 3.0380 -0.7395 0.22 -0.04 -0.05
H 2.4179 1.9080 0.5828 -0.01 -0.12 0.22
H -0.0255 3.5920 0.0041 -0.04 -0.04 -0.25
H 1.3620 4.4436 0.6114 0.03 0.14 -0.03
H 1.0876 3.6826 2.7063 0.12 0.00 0.05
H 0.8217 2.0319 2.2210 -0.07 -0.22 -0.03
H -1.3008 4.1768 1.9153 -0.08 0.12 -0.03
H -1.1261 3.2836 3.3926 0.07 -0.12 0.17
H -1.1496 1.2439 1.4363 0.16 -0.08 -0.02
H -2.4394 1.6796 2.5033 0.04 -0.24 0.06
H -3.6504 2.8202 0.9429 -0.11 0.19 -0.07
H -2.2650 3.3256 0.0033 0.11 0.09 -0.07
H -3.4583 1.7450 -1.3076 -0.04 -0.07 -0.17
H -1.9930 0.9243 -0.7722 0.11 -0.03 -0.07
H -4.7551 0.5837 0.4245 -0.16 -0.05 0.18
H -3.2287 -0.0822 1.0946 -0.18 -0.11 0.28
H -4.2385 -0.0682 -2.5686 0.02 0.25 0.08
H -4.2205 -2.5928 -3.4658 -0.01 0.01 -0.15
H -3.6882 -4.1585 -1.3401 0.04 -0.16 0.17
H -3.4053 -2.5295 0.7636 0.13 0.38 0.26
C 6.0474 -3.2832 -1.5862 0.11 -0.12 -0.12
C 5.0967 -3.1594 -0.4173 -0.09 0.25 0.07
O 3.9569 -2.5696 -1.0069 0.12 -0.36 -0.18
C 3.9410 -2.9217 -2.3246 -0.01 0.12 0.04
O 3.0213 -2.8070 -3.0544 -0.02 0.05 -0.05
O 5.1501 -3.4418 -2.6846 0.06 0.00 0.10
F 5.5872 -2.3401 0.5443 -0.03 0.01 -0.04
H 6.6296 -2.3692 -1.7142 -0.04 0.05 0.10
H 6.7173 -4.1363 -1.5120 -0.10 -0.07 -0.11
H 4.8126 -4.1093 0.0392 0.03 0.05 0.12
```
Forces are in eV/Å.

Computed properties:
Charge: -1
HOMO, hartree: -0.1716
HOMO-LUMO gap, eV: 7.0874


The following is a DFT calculation (ωB97M-V/def2-TZVPD) of a molecular structure, C3H2Br2P2 in a non-equilibrium geometry.

Geometry as XYZ:
```
9
Properties=species:S:1:pos:R:3:forces:R:3
C 1.5510 0.3416 0.8890 -2.95 -0.43 -1.71
C -0.9593 -1.6324 -0.9637 0.67 0.50 0.42
C -0.4228 1.1684 -0.1719 -0.43 0.18 1.47
P 0.6227 1.6970 1.2651 -0.31 -0.61 -1.40
P 0.3128 -0.4991 -0.4556 -0.02 1.50 0.51
Br -2.2169 -2.2219 0.2576 -0.20 -0.18 0.30
Br -2.2309 1.7046 -0.3948 0.92 -0.30 -0.10
H 2.3933 -0.1387 1.2429 1.67 -0.62 0.94
H 0.9500 -0.4194 -1.6687 0.66 -0.04 -0.43
```
Forces are in eV/Å.

Computed properties:
ΔE to the lowest compared entry with this formula, charge and spin, kJ/mol: 547.5
HOMO (spin up / spin down), hartree: -0.3020 / -0.2995
HOMO-LUMO gap (spin up / spin down), eV: 7.0416 / 6.5188


The following is a DFT calculation (ωB97M-V/def2-TZVPD) of a molecular structure, C22H21N6O11P2SeTc in a non-equilibrium geometry.

Geometry as XYZ:
```
64
Properties=species:S:1:pos:R:3:forces:R:3
Tc 0.3502 -0.6145 0.1752 -2.23 1.22 1.77
O 0.4782 0.3897 4.2995 0.01 0.00 -0.44
C 0.5850 0.5512 3.0877 0.18 0.55 0.83
O 0.3680 -0.3683 2.2254 -0.46 -0.40 -0.77
C 0.9772 1.9283 2.5847 -0.02 -0.12 -0.10
C 1.1944 2.9141 3.5285 0.02 0.11 -0.01
C 1.5383 4.2055 3.1528 -0.02 -0.10 0.09
C 1.6716 4.5513 1.8142 -0.01 0.01 -0.18
C 1.4562 3.5690 0.8923 0.05 0.19 0.15
C 1.1149 2.2302 1.2030 -0.01 -0.08 -0.17
O 0.9307 1.4210 0.2266 1.09 1.18 -0.05
N 1.5629 3.9009 -0.5369 -0.11 0.19 0.12
O 0.5440 4.2655 -1.0987 -0.01 -0.11 -0.03
O 2.6488 3.8202 -1.0642 0.08 -0.08 -0.07
N 1.7580 5.2246 4.1614 0.00 0.02 0.05
O 1.6579 4.9106 5.3335 -0.01 -0.01 0.00
O 2.0319 6.3554 3.7851 0.01 0.00 -0.03
H 1.0845 2.6494 4.5700 0.00 0.01 0.01
H 1.9308 5.5573 1.5182 0.01 0.02 0.05
C 0.6559 -1.3505 -3.7270 0.41 -0.19 0.14
P 0.1274 -0.4560 -2.2253 -1.90 0.54 -0.78
C 0.3233 1.2723 -2.7762 0.25 0.02 -0.12
C -1.7369 -0.5755 -2.3235 0.16 -0.05 -0.28
C -2.3506 -1.1604 -3.4248 -0.04 0.03 -0.10
C -3.7360 -1.2101 -3.5533 0.08 0.03 0.03
C -4.5306 -0.6526 -2.5718 0.04 0.03 0.04
C -3.9281 -0.0683 -1.4634 -0.11 -0.05 0.02
C -2.5503 -0.0432 -1.3093 0.02 0.29 0.08
P -1.8051 0.7123 0.2072 -0.86 -1.15 -0.50
C -2.4888 2.4067 0.1356 0.46 0.27 -0.02
C -2.7719 0.0318 1.5920 -0.07 0.14 0.12
H 0.1861 -0.9127 -4.6067 0.02 0.12 0.04
H 0.4257 -2.4145 -3.6968 -0.03 0.06 0.09
H 1.7381 -1.2433 -3.8195 -0.01 -0.01 0.01
H -0.2607 1.4538 -3.6796 0.00 -0.07 0.00
H 1.3740 1.4873 -2.9803 0.01 0.03 0.08
H -0.0023 1.9415 -1.9834 0.01 0.00 0.01
H -1.7575 -1.5909 -4.2196 0.01 -0.03 0.03
H -4.1802 -1.6755 -4.4241 0.01 -0.02 0.01
H -5.6098 -0.6742 -2.6556 0.01 0.00 0.00
H -4.5623 0.3505 -0.6902 0.03 0.01 0.01
H -3.5771 2.3653 0.1707 -0.02 -0.02 -0.02
H -2.1713 2.9213 -0.7715 0.02 -0.01 0.01
H -2.1277 2.9827 0.9897 -0.01 -0.01 0.01
H -3.8437 0.1789 1.4427 0.03 0.03 -0.03
H -2.4730 0.5494 2.5059 0.02 0.02 -0.01
H -2.5499 -1.0250 1.6968 0.07 -0.02 -0.04
O -1.0285 -1.7224 0.1878 -0.18 -0.48 -0.15
O 4.5130 -1.5454 0.0453 -3.71 0.68 -0.44
N 3.2754 -1.5479 0.0582 0.69 -0.48 1.23
O 2.6543 -2.8348 -0.0190 5.11 5.37 0.00
O 2.4752 -0.5131 0.1670 3.91 -3.06 -0.57
Se 1.9635 -4.0779 3.9103 -0.08 0.04 -0.18
N 2.1871 -5.3848 2.6713 0.14 0.16 0.66
C 1.8757 -4.8717 1.5156 -0.35 0.02 -0.57
C 1.8616 -5.5736 0.2825 0.11 -0.50 -0.07
C 1.4114 -4.9492 -0.8635 -0.10 -0.13 0.60
C 1.0313 -3.6329 -0.9052 -3.01 0.02 1.10
N 1.1087 -2.7788 0.2913 2.04 -3.38 -1.45
C 1.4578 -3.4534 1.5672 -1.86 -1.30 -0.78
N 1.3917 -2.8708 2.6918 0.23 0.18 0.43
H 2.1499 -6.6151 0.2775 0.00 0.01 0.02
H 1.3398 -5.5133 -1.7848 0.04 0.00 -0.06
H 0.6320 -3.1775 -1.7902 -0.19 0.26 0.20
```
Forces are in eV/Å.

Computed properties:
Charge: -1
Spin multiplicity: 4
ΔE to the lowest compared entry with this formula, charge and spin, kJ/mol: 617.0
HOMO (spin up / spin down), hartree: -0.1371 / -0.1401
Expectation value of S²: 3.771
HOMO-LUMO gap (spin up / spin down), eV: 5.4254 / 4.8920